Record 1
Computed, not measured: C32H53Cl3N7O4PReSSi2 as an isolated structure, with wB97M-V/def2-TZVPD.

Each line ends with the Mulliken charge.
CARTESIAN COORDINATES (ANGSTROEM)
Re: -1.342 0.014 1.434  0.99
C: 1.758 -2.303 5.496  -0.83
N: 1.255 -1.305 4.555  0.15
C: 1.725 -0.028 4.430  -0.54
C: 0.993 0.565 3.450  -1.06
N: 0.082 -0.344 2.980  1.42
C: 0.256 -1.471 3.665  -0.41
P: -0.662 -3.020 3.422  -0.56
C: -2.312 -2.247 3.371  -0.19
N: -2.711 -1.210 2.625  0.65
C: -4.023 -0.972 2.965  -0.71
C: -4.414 -1.881 3.896  -0.79
N: -3.330 -2.674 4.144  0.15
C: -3.284 -3.750 5.132  -0.83
C: -0.370 -3.099 1.631  -0.55
N: -0.372 -2.042 0.835  1.02
C: -0.008 -2.473 -0.407  -1.35
C: 0.230 -3.817 -0.350  -1.03
N: 0.001 -4.203 0.942  0.20
C: 0.149 -5.559 1.460  -0.84
H: 2.625 -1.894 6.004  0.34
H: 0.999 -2.546 6.237  0.32
H: 2.055 -3.208 4.970  0.34
H: 2.528 0.356 5.035  0.58
H: 1.063 1.564 3.057  0.40
H: -4.586 -0.150 2.570  0.48
H: -5.357 -2.013 4.397  0.48
H: -4.245 -3.800 5.634  0.35
H: -3.087 -4.707 4.654  0.33
H: -2.515 -3.550 5.875  0.33
H: 0.071 -1.796 -1.243  0.98
H: 0.532 -4.515 -1.113  0.61
H: 0.015 -6.265 0.646  0.34
H: 1.139 -5.704 1.889  0.32
H: -0.604 -5.755 2.218  0.34
O: -2.556 -1.317 -0.464  -0.10
C: -3.112 -0.957 -1.754  -0.26
C: -4.571 -0.589 -1.607  -1.06
C: -4.630 0.411 -0.463  -0.03
C: -3.689 1.528 -0.789  0.27
C: -4.183 2.589 -1.539  -0.90
C: -3.351 3.623 -1.921  -1.45
C: -2.024 3.560 -1.536  -0.54
C: -1.596 2.468 -0.812  0.24
N: -2.389 1.448 -0.437  0.44
H: -3.118 -1.999 -0.076  0.18
H: -2.953 -1.774 -2.458  0.51
H: -2.536 -0.094 -2.086  -0.01
H: -5.174 -1.475 -1.383  0.38
H: -4.951 -0.156 -2.534  0.47
H: -4.309 -0.080 0.442  -0.68
H: -5.640 0.790 -0.311  0.65
H: -5.233 2.600 -1.800  0.62
H: -3.726 4.455 -2.501  0.48
H: -1.324 4.344 -1.786  1.07
H: -0.563 2.405 -0.514  -0.84
C: 0.869 4.825 -2.841  -1.39
C: 1.819 3.928 -2.066  1.53
C: 1.771 4.232 -0.575  -1.07
C: 3.239 4.035 -2.602  -1.83
O: 1.348 2.573 -2.295  0.68
Si: 1.627 1.149 -1.637  -3.38
S: 0.176 0.974 0.036  1.75
O: 3.090 1.081 -0.992  0.94
C: 3.973 0.107 -0.392  1.95
C: 5.366 0.429 -0.909  -1.88
C: 3.561 -1.308 -0.769  -1.30
C: 3.889 0.291 1.117  -1.44
O: 1.103 -0.061 -2.556  1.14
C: 1.282 -0.280 -3.989  1.51
C: 0.198 0.495 -4.724  -1.39
C: 2.666 0.188 -4.418  -1.24
C: 1.123 -1.777 -4.195  -1.66
H: 1.085 5.873 -2.632  0.42
H: -0.162 4.610 -2.556  0.06
H: 0.973 4.656 -3.913  0.39
H: 2.141 5.240 -0.389  0.60
H: 2.395 3.526 -0.022  0.03
H: 0.747 4.164 -0.198  0.26
H: 3.610 5.053 -2.484  0.53
H: 3.260 3.782 -3.663  0.34
H: 3.900 3.354 -2.063  0.18
H: 5.392 0.354 -1.996  0.38
H: 6.097 -0.264 -0.492  0.46
H: 5.646 1.444 -0.626  0.36
H: 3.557 -1.439 -1.852  0.15
H: 2.562 -1.528 -0.390  0.11
H: 4.267 -2.020 -0.339  0.65
H: 4.141 1.317 1.390  0.35
H: 4.586 -0.385 1.614  0.51
H: 2.874 0.074 1.458  0.04
H: 0.267 1.557 -4.487  0.08
H: -0.791 0.135 -4.436  0.27
H: 0.315 0.368 -5.800  0.50
H: 2.786 1.259 -4.238  0.14
H: 2.805 0.006 -5.484  0.58
H: 3.448 -0.347 -3.877  0.28
H: 0.126 -2.098 -3.889  0.26
H: 1.866 -2.324 -3.611  0.28
H: 1.259 -2.025 -5.248  0.52
Cl: -0.890 3.493 3.022  -0.27
Si: -2.057 1.805 2.990  0.35
Cl: -4.008 2.464 2.914  -0.30
Cl: -1.923 1.039 4.925  -0.32

Its total charge is +2. The calculation puts the LUMO energy (alpha / beta) at -6.75 / -6.34 eV. Its spin multiplicity is 2. As for the orbital gap (alpha / beta): 5.91 / 6.39 eV. As for the expectation value of S²: 0.814. The energy relative to the best compared isomer or geometry (same formula, charge and spin) is 3.6457 eV.



Record 2
Computed, not measured: C32H53CrN2O6P2S5 as an isolated structure, with wB97M-V/def2-TZVPD.

Each line ends with the Mulliken charge.
CARTESIAN COORDINATES (ANGSTROEM)
Cr: -0.894 -1.333 0.760  -0.65
C: -2.051 -0.808 3.823  -0.79
C: -2.647 -2.192 3.620  -1.02
S: -2.043 -2.970 2.092  0.25
C: -3.531 -3.686 1.317  -0.70
C: -4.804 -2.856 1.253  -0.87
S: -5.005 -1.626 -0.056  -0.11
C: -3.794 -0.333 0.254  0.83
C: -3.687 0.157 1.714  -1.03
S: -1.973 0.197 2.320  0.11
H: -2.597 -0.261 4.591  0.61
H: -1.010 -0.864 4.146  0.39
H: -2.377 -2.837 4.456  0.60
H: -3.732 -2.150 3.590  0.32
H: -3.188 -3.968 0.321  0.43
H: -3.724 -4.605 1.872  0.60
H: -5.615 -3.548 1.016  0.52
H: -5.080 -2.432 2.218  0.38
H: -2.323 -0.073 -1.053  0.33
H: -4.166 0.490 -0.358  -0.49
H: -4.076 1.170 1.785  0.46
H: -4.268 -0.462 2.393  0.55
C: 3.385 3.021 -1.506  -1.18
C: 3.182 2.464 -0.114  0.60
C: 2.870 3.526 0.916  -1.41
O: 2.127 1.437 -0.054  0.30
P: 0.887 1.142 -0.963  -0.46
O: 0.075 0.134 -0.210  0.97
C: -0.045 2.622 -1.322  -1.17
P: -1.873 2.381 -1.083  -0.03
O: -2.509 -0.674 -0.278  1.56
O: -2.169 1.106 -2.090  -1.72
C: -2.303 1.018 -3.557  0.89
C: -1.245 1.809 -4.294  -1.26
C: -3.711 1.409 -3.951  -1.42
O: -2.343 3.662 -1.932  -0.33
C: -3.449 4.521 -1.488  0.43
C: -4.602 3.735 -0.896  -1.17
C: -2.900 5.562 -0.537  -1.44
O: 1.351 0.640 -2.368  -0.18
C: 1.911 -0.705 -2.604  2.72
C: 1.280 -1.220 -3.874  -1.51
C: 3.418 -0.594 -2.666  -1.64
H: 4.238 3.699 -1.486  0.52
H: 2.519 3.598 -1.837  0.21
H: 3.590 2.239 -2.234  0.25
H: 4.067 1.905 0.195  0.27
H: 2.032 4.153 0.607  0.31
H: 3.738 4.175 1.037  0.46
H: 2.643 3.074 1.881  0.22
H: 0.190 2.982 -2.323  0.76
H: 0.232 3.393 -0.600  0.22
H: -2.157 -0.049 -3.742  0.36
H: -1.372 2.880 -4.136  0.22
H: -1.359 1.614 -5.361  0.63
H: -0.240 1.505 -4.008  0.04
H: -3.868 2.480 -3.828  0.21
H: -4.451 0.863 -3.364  0.36
H: -3.871 1.162 -5.001  0.49
H: -3.770 4.994 -2.415  0.32
H: -4.346 3.335 0.088  0.21
H: -4.912 2.918 -1.550  0.26
H: -5.456 4.401 -0.768  0.52
H: -2.541 5.088 0.380  0.28
H: -3.681 6.273 -0.267  0.47
H: -2.080 6.112 -0.997  0.35
H: 1.609 -1.326 -1.760  -1.41
H: 1.545 -0.585 -4.719  0.43
H: 0.193 -1.258 -3.779  0.23
H: 1.636 -2.230 -4.076  0.42
H: 3.720 0.085 -3.464  0.43
H: 3.848 -1.574 -2.878  0.48
H: 3.830 -0.238 -1.720  0.26
N: 0.656 -1.615 1.829  0.46
S: 2.153 -1.587 1.147  1.04
C: 3.176 -0.682 2.294  0.10
C: 4.551 -0.879 2.253  -0.80
C: 5.360 -0.099 3.065  -0.71
C: 4.797 0.858 3.900  -0.57
C: 3.422 1.045 3.924  -0.62
C: 2.599 0.279 3.108  -0.52
C: 2.782 -3.232 1.269  0.21
C: 2.954 -3.852 2.503  -0.68
C: 3.369 -5.170 2.526  -0.85
C: 3.612 -5.845 1.332  -0.55
C: 3.449 -5.210 0.112  -0.69
C: 3.026 -3.890 0.073  -0.06
H: 0.681 -2.098 2.724  0.14
H: 4.986 -1.636 1.612  0.53
H: 6.431 -0.247 3.052  0.46
H: 5.433 1.455 4.539  0.44
H: 2.987 1.790 4.576  0.50
H: 1.529 0.435 3.096  0.33
H: 2.787 -3.312 3.427  0.43
H: 3.510 -5.674 3.472  0.46
H: 3.934 -6.878 1.360  0.43
H: 3.638 -5.743 -0.809  0.47
H: 2.875 -3.383 -0.873  0.39
S: -0.582 -2.866 -0.922  -0.12
C: -0.296 -4.321 -0.110  0.35
N: -0.101 -5.314 0.444  -0.59

Its total charge is +2. The calculation puts the LUMO energy (alpha / beta) at -6.12 / -5.54 eV. Its spin multiplicity is 2. As for the orbital gap (alpha / beta): 7.61 / 8.27 eV. As for the expectation value of S²: 0.759.



| no. | calculated total energy (Ha) |
| --- | --- |
| 1 | -4712.63672 |
| 2 | -5529.89609 |